C20H31N3O2S | ωB97M-V/def2-TZVPD

Each line ends with the Mulliken charge.
Geometry (Å):
S -2.21 5.07 -0.46  0.01
O 1.43 -0.60 0.27  -0.66
O -1.13 1.36 -3.32  -0.70
N 0.69 1.94 -2.09  -0.12
N -0.18 -0.77 -1.29  0.38
N -2.70 5.14 -2.06  -0.61
C 3.55 -0.16 -3.58  -1.31
C -0.19 -1.06 2.50  1.20
C 0.26 -0.80 -0.01  0.58
C -1.26 -0.64 3.51  -1.08
C 1.07 -2.21 4.36  -1.26
C 0.03 -1.73 5.38  -0.67
C -0.57 2.12 -2.54  0.86
C 0.46 -2.34 2.98  0.79
C 0.76 -0.54 -2.38  -1.77
C 1.14 -3.27 2.01  -0.56
C -1.25 3.31 -2.00  0.42
C -0.17 -3.67 2.64  -0.84
C -2.14 4.15 -2.73  0.04
C -1.20 3.71 -0.69  -0.48
C -0.68 -0.47 4.91  -0.79
C -0.77 -1.06 1.09  -1.99
C -1.53 -1.11 -1.71  -1.00
C 1.53 0.76 -2.28  0.19
C -2.50 4.06 -4.18  -1.15
C 2.53 0.97 -3.42  -0.63
H 2.12 0.70 -1.36  0.49
H -1.53 -2.05 -2.26  0.31
H -1.88 3.34 -4.72  0.30
H 3.07 1.90 -3.23  0.38
H -2.08 -1.37 3.52  0.29
H 1.90 -1.49 4.32  0.32
H -0.66 3.27 0.13  0.54
H 0.21 -0.56 -3.32  0.48
H -2.22 -1.21 -0.88  0.44
H 0.03 0.37 4.91  0.28
H -1.51 -0.26 1.01  0.56
H 1.50 -3.16 4.68  0.39
H -1.06 -3.70 2.03  0.18
H -1.30 -2.00 0.89  0.45
H 4.29 0.10 -4.33  0.41
H 1.16 -3.01 0.96  0.02
H 0.51 -1.56 6.35  0.39
H 1.47 -1.37 -2.41  0.57
H 2.05 -3.76 2.33  0.27
H 1.10 2.69 -1.57  0.34
H -0.70 -2.53 5.54  0.32
H 0.59 -0.29 2.53  0.43
H -1.47 -0.20 5.62  0.42
H 4.08 -0.35 -2.64  0.31
H -2.39 5.03 -4.67  0.36
H -0.16 -4.45 3.39  0.31
H -1.71 0.31 3.20  0.44
H -3.53 3.75 -4.30  0.27
H 3.08 -1.09 -3.90  0.33
H -1.92 -0.33 -2.37  0.25
H 1.99 1.12 -4.36  0.30

For the max |F|, the calculation gives 1.15 eV/A. Its energy above the lowest of the compared OMol25 structures with the same formula, charge and spin is 0.440 eV. For the frontier orbital gap, the calculation gives 9.70 eV. Its HOMO energy is -9.2 eV. The value obtained for the electronic energy is -1493.65493 hartree.